[1]
{"formula": "C20H46EuOP4Se", "method": "ωB97M-V/def2-TZVPD", "spin_multiplicity": 7, "total_charge": 3, "homo_lumo_gap_ev": [5.97, 2.58], "homo_energy_ha": [-0.5522, -0.5521], "e_above_lowest_kj_mol": 596.5, "total_energy_ev": -145334.4100, "elements": ["Eu", "P", "P", "P", "H", "C", "C", "H", "C", "C", "C", "C", "C", "C", "C", "C", "C", "H", "H", "H", "H", "H", "H", "H", "H", "H", "H", "H", "H", "H", "H", "H", "H", "H", "H", "H", "H", "H", "H", "H", "H", "H", "H", "H", "H", "H", "C", "C", "C", "C", "C", "C", "Se", "H", "H", "H", "H", "H", "H", "C", "P", "C", "C", "O", "H", "H", "H", "H", "H", "H", "H", "H", "H"], "positions_angstrom": [[-0.038, -0.282, 0.133], [0.268, 2.078, 1.454], [-2.540, 0.414, -0.387], [2.541, -0.304, -0.391], [-1.497, -3.449, -8.972], [-0.640, -4.109, -8.788], [-0.799, -5.368, -8.397], [-1.791, -5.806, -8.235], [0.377, 3.632, 0.509], [-1.136, 2.286, 2.607], [1.730, 2.081, 2.545], [-3.075, -0.757, -1.684], [-3.701, 0.174, 0.981], [-2.895, 2.069, -1.041], [2.734, -1.589, -1.674], [3.544, -0.815, 1.023], [3.356, 1.177, -1.043], [0.352, -3.689, -8.994], [0.054, -6.044, -8.255], [0.389, 4.437, 1.265], [-0.487, 3.708, -0.177], [1.305, 3.606, -0.095], [-0.829, 3.097, 3.288], [-1.314, 1.347, 3.176], [-2.060, 2.548, 2.048], [1.648, 3.036, 3.109], [2.660, 2.052, 1.933], [1.705, 1.206, 3.227], [-4.178, -0.782, -1.608], [-2.652, -1.757, -1.493], [-2.726, -0.409, -2.674], [-4.537, 0.881, 0.737], [-3.208, 0.448, 1.944], [-4.017, -0.885, 0.991], [-4.008, 2.082, -1.084], [-2.414, 2.175, -2.025], [-2.494, 2.833, -0.346], [3.816, -1.823, -1.664], [2.392, -1.191, -2.651], [2.126, -2.474, -1.418], [4.581, -0.812, 0.603], [3.234, -1.819, 1.376], [3.429, -0.067, 1.841], [4.437, 0.939, -0.937], [3.063, 2.060, -0.442], [3.031, 1.321, -2.085], [0.083, 0.245, -3.787], [-0.333, -1.107, -3.764], [-0.380, -1.843, -4.929], [-0.003, -1.267, -6.147], [0.424, 0.075, -6.178], [0.472, 0.822, -5.017], [0.182, 1.477, -2.396], [-0.249, -1.733, -1.073], [-0.635, -1.575, -2.817], [-0.718, -2.890, -4.893], [-0.040, -1.846, -7.055], [0.725, 0.553, -7.113], [0.795, 1.869, -5.009], [1.721, -2.304, 3.488], [-0.018, -1.937, 3.337], [-1.004, -3.411, 3.533], [-0.531, -0.681, 4.500], [-0.330, -1.487, 1.932], [2.023, -3.047, 2.746], [1.885, -2.726, 4.500], [2.352, -1.419, 3.373], [-0.827, -3.793, 4.558], [-2.060, -3.150, 3.384], [-0.693, -4.145, 2.778], [0.038, 0.251, 4.418], [-1.597, -0.459, 4.383], [-0.375, -1.097, 5.508]], "atomic_forces_ev_per_a": [[-0.441, -0.368, 1.715], [-0.017, 0.661, 0.396], [-0.654, 0.713, -0.673], [0.721, 0.670, -0.701], [0.301, -0.293, 0.066], [0.006, 0.241, -0.037], [-0.012, -0.272, 0.091], [0.415, 0.249, -0.080], [0.056, -0.313, -0.035], [-0.135, -0.118, -0.066], [0.102, 0.147, -0.057], [-0.261, 0.182, -0.012], [-0.238, 0.467, 0.183], [-0.631, -0.237, 0.257], [0.258, 0.151, 0.123], [0.591, -0.016, -0.162], [0.491, -0.290, 0.314], [-0.349, -0.216, 0.066], [-0.349, 0.349, -0.072], [0.029, -0.050, -0.607], [0.434, 0.192, 0.413], [-0.459, 0.266, 0.365], [-0.488, -0.249, -0.082], [0.109, 0.806, -0.384], [0.619, -0.012, 0.468], [0.443, -0.640, -0.094], [-0.607, 0.177, 0.564], [0.084, 0.629, -0.297], [0.471, -0.241, -0.428], [-0.374, 0.223, -0.073], [-0.378, -0.171, 0.464], [0.342, -0.885, 0.672], [-0.671, -0.224, -0.681], [-0.075, 0.602, 0.168], [0.722, 0.659, -0.298], [-0.483, 0.122, 0.313], [-0.481, -0.291, -0.419], [-0.540, -0.263, -0.434], [0.357, -0.260, 0.513], [0.441, 0.145, -0.154], [-0.552, -0.231, 0.901], [0.473, 0.615, -0.288], [0.343, -0.595, -0.568], [-0.468, 0.753, -0.443], [0.409, -0.432, -0.356], [0.437, 0.033, 0.351], [0.196, 0.403, -0.290], [0.026, 0.078, 0.292], [-0.180, -0.581, 0.280], [0.223, 0.941, 0.256], [0.068, -0.151, -0.324], [-0.067, 0.041, -0.199], [-0.041, -0.835, 0.290], [-0.210, -1.670, -1.313], [0.061, 0.144, -0.351], [0.214, 0.559, -0.098], [-0.035, -0.142, -0.147], [-0.122, -0.305, 0.212], [-0.137, -0.459, -0.250], [0.093, -0.219, 0.907], [-0.373, -0.932, 0.891], [0.384, -0.053, 0.945], [0.205, -0.268, 0.676], [0.084, 1.384, -2.227], [-0.186, -0.050, 0.116], [0.111, 0.153, -0.464], [-0.228, -0.044, 0.159], [-0.362, -0.158, -0.566], [0.285, -0.104, 0.154], [-0.053, 0.127, 0.295], [0.029, -0.322, 0.016], [0.124, -0.202, -0.004], [-0.103, 0.280, -0.158]]}

---

[2]
{"formula": "C20H46FN5O9S", "method": "ωB97M-V/def2-TZVPD", "homo_lumo_gap_ev": 9.32, "homo_energy_ha": -0.3324, "total_energy_ev": -60913.5029, "elements": ["C", "O", "C", "C", "C", "C", "O", "S", "O", "O", "F", "H", "H", "H", "H", "H", "H", "H", "H", "H", "H", "H", "C", "C", "O", "N", "C", "H", "H", "H", "H", "H", "H", "H", "C", "C", "O", "N", "C", "H", "H", "H", "H", "H", "H", "H", "C", "C", "O", "N", "C", "H", "H", "H", "H", "H", "H", "H", "C", "C", "O", "N", "C", "H", "H", "H", "H", "H", "H", "H", "C", "C", "O", "N", "C", "H", "H", "H", "H", "H", "H", "H"], "positions_angstrom": [[2.885, 3.085, -0.530], [2.972, 1.673, -0.533], [2.559, 1.021, 0.640], [1.804, -0.244, 0.291], [0.700, -0.061, -0.732], [-0.216, 1.128, -0.503], [-1.385, 0.798, 0.299], [-2.519, 0.065, -0.568], [-3.045, 0.993, -1.508], [-3.677, 0.067, 0.696], [-3.132, 0.503, 1.911], [3.839, 3.551, -0.317], [2.135, 3.464, 0.155], [2.609, 3.404, -1.525], [3.410, 0.732, 1.252], [1.936, 1.652, 1.271], [1.450, -0.707, 1.201], [2.524, -0.939, -0.125], [0.077, -0.945, -0.690], [1.085, -0.013, -1.737], [0.253, 1.942, 0.020], [-0.545, 1.527, -1.452], [6.927, 5.016, -1.010], [6.033, 4.997, -2.225], [5.041, 5.707, -2.316], [6.367, 4.150, -3.233], [7.494, 3.238, -3.302], [6.531, 5.735, -0.303], [6.953, 4.035, -0.534], [7.940, 5.310, -1.274], [5.732, 4.184, -4.015], [8.123, 3.484, -4.159], [7.140, 2.212, -3.415], [8.094, 3.301, -2.401], [-6.638, -4.259, 0.646], [-5.459, -3.349, 0.869], [-4.368, -3.551, 0.346], [-5.642, -2.273, 1.674], [-6.852, -1.873, 2.367], [-6.331, -5.065, -0.014], [-6.972, -4.690, 1.591], [-7.461, -3.718, 0.174], [-4.819, -1.701, 1.780], [-7.156, -0.877, 2.040], [-6.674, -1.843, 3.443], [-7.659, -2.568, 2.166], [-5.871, -1.958, -2.353], [-6.910, -2.942, -2.828], [-8.019, -3.013, -2.321], [-6.566, -3.767, -3.852], [-5.304, -3.832, -4.565], [-6.291, -1.378, -1.536], [-4.988, -2.484, -1.986], [-5.588, -1.273, -3.154], [-7.301, -4.401, -4.121], [-5.463, -3.633, -5.627], [-4.866, -4.826, -4.461], [-4.605, -3.102, -4.175], [10.607, 7.655, 1.704], [9.310, 6.946, 1.393], [9.287, 5.832, 0.894], [8.157, 7.599, 1.691], [7.994, 8.917, 2.278], [11.429, 7.011, 1.411], [10.678, 8.591, 1.149], [10.686, 7.864, 2.771], [7.326, 7.076, 1.465], [7.445, 8.843, 3.218], [7.433, 9.561, 1.600], [8.957, 9.373, 2.473], [-4.697, -7.386, 4.050], [-5.777, -7.386, 2.995], [-6.774, -6.688, 3.089], [-5.600, -8.195, 1.918], [-4.487, -9.080, 1.630], [-4.983, -6.695, 4.835], [-4.579, -8.381, 4.482], [-3.745, -7.064, 3.626], [-6.354, -8.145, 1.251], [-4.012, -8.792, 0.692], [-4.841, -10.109, 1.538], [-3.747, -9.038, 2.421]], "atomic_forces_ev_per_a": [[0.168, -0.049, -0.387], [-0.292, 0.115, -0.093], [-0.055, -0.356, 0.276], [0.512, 0.048, -0.363], [-0.469, -0.005, 0.537], [0.025, -0.116, -0.354], [-0.058, -0.112, 0.027], [0.342, -0.652, 0.505], [-0.451, 0.640, -0.828], [0.179, 0.007, -0.105], [-0.140, 0.086, 0.551], [0.317, 0.082, 0.291], [-0.188, -0.026, 0.321], [-0.083, 0.039, -0.313], [0.352, 0.091, 0.151], [-0.122, 0.392, -0.002], [-0.266, -0.024, 0.364], [0.180, -0.296, -0.139], [-0.178, -0.369, -0.183], [0.349, 0.147, -0.304], [0.126, 0.207, 0.294], [-0.241, 0.159, -0.262], [-0.109, -0.037, -0.159], [-0.146, 0.061, 0.011], [0.024, -0.031, 0.052], [0.110, -0.032, 0.087], [-0.263, 0.074, -0.212], [-0.082, 0.054, -0.015], [0.128, 0.003, 0.018], [0.083, -0.074, 0.101], [0.002, -0.009, -0.012], [0.084, -0.040, 0.047], [0.083, -0.036, 0.046], [0.003, 0.020, 0.028], [-0.018, 0.004, 0.040], [0.070, 0.004, -0.043], [-0.008, 0.007, -0.036], [-0.090, -0.134, 0.007], [0.309, 0.143, -0.015], [0.063, 0.008, -0.029], [-0.067, -0.011, -0.034], [-0.022, -0.028, 0.026], [-0.027, 0.041, -0.033], [-0.094, -0.021, 0.014], [-0.098, -0.026, 0.022], [-0.004, -0.030, -0.018], [0.027, 0.023, 0.044], [-0.073, 0.004, 0.070], [0.018, 0.003, 0.012], [0.104, 0.070, -0.002], [-0.307, -0.176, -0.026], [-0.065, -0.021, 0.015], [0.040, 0.055, -0.029], [0.085, -0.028, 0.005], [0.001, -0.011, -0.008], [0.097, 0.035, -0.010], [0.099, 0.039, -0.009], [0.004, 0.022, 0.032], [0.024, -0.031, -0.025], [0.021, -0.079, -0.035], [0.027, 0.056, 0.052], [0.111, 0.063, 0.044], [-0.226, -0.243, -0.112], [-0.029, -0.059, -0.025], [0.012, 0.048, 0.074], [0.010, 0.087, -0.012], [-0.030, 0.009, 0.005], [0.044, 0.084, 0.037], [0.042, 0.082, 0.037], [0.036, -0.006, -0.002], [-0.020, 0.021, 0.024], [-0.037, 0.067, -0.061], [-0.011, 0.029, 0.063], [0.099, -0.051, 0.091], [-0.298, 0.087, -0.178], [-0.063, 0.028, -0.018], [0.086, -0.004, -0.020], [0.036, -0.067, 0.019], [0.005, 0.002, -0.019], [0.092, -0.034, 0.032], [0.091, -0.037, 0.030], [0.009, 0.018, 0.032]]}

---

[3]
{"formula": "C20H46N2O8S6", "method": "ωB97M-V/def2-TZVPD", "homo_lumo_gap_ev": 8.92, "homo_energy_ha": -0.3113, "total_energy_ev": -105851.9087, "elements": ["C", "C", "O", "O", "C", "C", "C", "C", "N", "C", "C", "N", "H", "H", "H", "H", "H", "H", "H", "H", "H", "H", "C", "S", "O", "C", "H", "H", "H", "H", "H", "H", "C", "S", "O", "C", "H", "H", "H", "H", "H", "H", "C", "S", "O", "C", "H", "H", "H", "H", "H", "H", "C", "S", "O", "C", "H", "H", "H", "H", "H", "H", "C", "S", "O", "C", "H", "H", "H", "H", "H", "H", "C", "S", "O", "C", "H", "H", "H", "H", "H", "H"], "positions_angstrom": [[0.335, 3.169, 4.004], [-0.386, 3.908, 5.117], [-1.447, 3.536, 5.531], [0.218, 5.007, 5.706], [-0.141, 6.255, 5.139], [0.154, 6.377, 3.630], [0.229, 7.830, 3.178], [0.235, 7.843, 1.690], [0.347, 7.773, 0.549], [1.478, 8.561, 3.743], [1.953, 9.651, 2.870], [2.181, 10.469, 2.097], [-0.051, 3.568, 3.066], [1.391, 3.429, 4.026], [0.165, 2.104, 4.063], [0.484, 6.992, 5.650], [-1.179, 6.509, 5.370], [1.080, 5.831, 3.440], [-0.624, 5.844, 3.082], [-0.660, 8.376, 3.496], [2.288, 7.858, 3.933], [1.203, 8.977, 4.711], [2.041, -0.647, 0.916], [1.375, 0.974, 0.525], [1.719, 1.881, 1.662], [-0.348, 0.522, 0.721], [3.127, -0.583, 0.892], [1.715, -0.950, 1.911], [1.706, -1.369, 0.169], [-0.514, 0.143, 1.731], [-0.620, -0.231, -0.016], [-0.954, 1.410, 0.559], [-3.505, -0.914, -3.295], [-4.000, -0.689, -1.583], [-2.923, 0.097, -0.917], [-3.785, -2.403, -1.092], [-3.530, 0.060, -3.780], [-2.492, -1.318, -3.334], [-4.207, -1.587, -3.789], [-2.756, -2.712, -1.277], [-4.479, -3.029, -1.653], [-4.005, -2.474, -0.028], [4.914, -2.848, -2.849], [3.742, -4.074, -2.252], [2.499, -3.344, -1.867], [4.622, -4.439, -0.732], [4.531, -2.444, -3.784], [5.014, -2.047, -2.116], [5.877, -3.328, -3.024], [4.732, -3.527, -0.142], [5.592, -4.862, -0.970], [4.038, -5.167, -0.172], [-4.052, 2.183, 3.132], [-3.892, 0.485, 3.697], [-4.790, -0.350, 2.856], [-4.717, 0.731, 5.275], [-3.627, 2.242, 2.131], [-5.106, 2.462, 3.102], [-3.499, 2.839, 3.807], [-5.728, 1.103, 5.106], [-4.144, 1.437, 5.875], [-4.761, -0.230, 5.783], [-5.294, -2.524, -8.220], [-4.560, -2.098, -6.635], [-5.662, -2.091, -5.635], [-4.204, -0.385, -7.050], [-5.629, -3.557, -8.167], [-6.144, -1.871, -8.418], [-4.544, -2.423, -9.005], [-5.127, 0.124, -7.329], [-3.487, -0.352, -7.871], [-3.774, 0.093, -6.174], [5.565, -9.206, -1.133], [6.800, -7.964, -1.537], [6.060, -6.745, -1.969], [7.400, -8.769, -3.027], [5.034, -8.875, -0.243], [4.864, -9.310, -1.962], [6.060, -10.155, -0.930], [6.577, -8.903, -3.729], [7.840, -9.732, -2.767], [8.160, -8.129, -3.471]], "atomic_forces_ev_per_a": [[0.372, 1.350, 0.540], [-0.532, -0.843, 0.142], [-0.199, 0.164, 0.035], [0.294, -0.252, -0.699], [0.386, 0.824, -0.157], [-0.416, -0.794, 0.840], [0.169, 0.082, -1.000], [0.312, -0.146, 0.396], [-0.205, 0.056, 0.107], [-0.001, 0.250, 0.086], [-0.492, -0.251, -0.013], [0.195, -0.026, 0.280], [-0.041, -0.263, -0.136], [0.059, -0.339, -0.082], [-0.051, -0.072, -0.011], [-0.052, -0.154, 0.212], [-0.099, -0.158, -0.086], [0.152, 0.291, -0.187], [-0.027, 0.172, -0.159], [-0.070, -0.010, 0.026], [0.053, -0.061, -0.195], [0.126, 0.125, 0.015], [0.023, -0.145, 0.031], [-0.066, -0.041, -0.037], [0.004, -0.041, 0.066], [0.003, -0.041, 0.118], [-0.003, 0.066, -0.026], [-0.036, 0.080, 0.007], [0.042, 0.027, -0.046], [0.069, 0.013, 0.011], [-0.045, 0.068, -0.053], [0.014, -0.003, -0.087], [0.117, -0.144, -0.058], [-0.118, 0.068, 0.024], [0.075, -0.054, -0.056], [0.066, -0.109, 0.045], [-0.032, 0.048, 0.089], [0.007, 0.032, 0.078], [-0.076, 0.048, 0.025], [0.006, 0.056, -0.024], [-0.020, 0.036, -0.013], [-0.026, 0.087, 0.000], [0.070, 0.088, -0.013], [-0.035, -0.067, 0.084], [0.055, 0.090, 0.018], [0.058, 0.225, 0.222], [-0.045, -0.031, 0.006], [-0.047, -0.025, 0.024], [-0.021, -0.042, 0.002], [-0.127, 0.049, -0.080], [-0.001, -0.083, -0.056], [-0.041, -0.024, -0.070], [-0.008, 0.144, -0.006], [0.103, -0.042, -0.061], [-0.035, 0.044, 0.064], [-0.061, 0.075, 0.095], [-0.004, -0.084, -0.007], [-0.013, -0.065, -0.003], [0.033, -0.056, 0.020], [0.009, -0.015, -0.061], [0.037, -0.008, -0.030], [0.032, -0.027, -0.053], [-0.045, -0.004, -0.086], [0.033, -0.022, -0.066], [0.015, 0.036, -0.046], [-0.045, 0.093, -0.064], [0.022, -0.004, 0.057], [0.007, 0.018, 0.062], [0.020, -0.009, 0.019], [-0.027, -0.050, 0.023], [0.015, -0.029, 0.013], [0.013, -0.047, 0.029], [-0.071, -0.059, -0.019], [0.021, -0.041, -0.006], [0.088, -0.175, -0.086], [-0.004, -0.049, -0.096], [0.038, 0.046, 0.004], [0.028, 0.053, -0.021], [0.022, 0.013, 0.014], [-0.033, 0.036, 0.042], [0.010, 0.012, 0.028], [-0.003, 0.038, 0.052]]}